This record from OMol25 describes a cluster of 5 separate species, C22H36O14 in total in a non-equilibrium geometry. The level of theory is ωB97M-V/def2-TZVPD.

HOMO, eV: -10.5628
Gap between HOMO and LUMO, eV: 11.1097
Total charge: 0
E_LUMO, Eh: 0.020
SMILES string: C[C@@H]1COC(=O)O1.C[C@@H]1COC(=O)O1.C[C@@H]1COC(=O)O1.C[C@@H]1COC(=O)O1.CC[C@H](C)COC=O

Last columns: bonded neighbours and bond lengths (Å).
Element x y z (Å)
1 C -4.313 -2.122 -0.394  C2 1.508, H8 1.090, H9 1.092, H10 1.090
2 C -3.800 -2.709 0.897  C1 1.508, C3 1.505, O7 1.439, H11 1.093
3 C -2.359 -3.139 0.839  C2 1.505, O4 1.433, H12 1.088, H13 1.093
4 O -2.313 -4.202 1.800  C3 1.433, C5 1.360
5 C -3.562 -4.736 1.872  O4 1.360, O6 1.187, O7 1.360
6 O -3.830 -5.752 2.425  C5 1.187
7 O -4.457 -3.950 1.215  C2 1.439, C5 1.360
8 H -3.682 -1.294 -0.718  C1 1.090
9 H -4.346 -2.880 -1.179  C1 1.092
10 H -5.331 -1.750 -0.269  C1 1.090
11 H -3.974 -2.015 1.723  C2 1.093
12 H -1.672 -2.342 1.115  C3 1.088
13 H -2.072 -3.537 -0.138  C3 1.093
14 C -1.431 -5.625 -3.265  C15 1.510, H21 1.090, H22 1.090, H23 1.090
15 C -1.326 -4.124 -3.387  C14 1.510, C16 1.510, O20 1.439, H24 1.094
16 C -0.738 -3.638 -4.691  C15 1.510, O17 1.433, H25 1.088, H26 1.093
17 O -0.131 -2.399 -4.306  C16 1.433, C18 1.359
18 C 0.182 -2.490 -2.987  O17 1.359, O19 1.187, O20 1.358
19 O 0.852 -1.713 -2.392  C18 1.187
20 O -0.389 -3.592 -2.434  C15 1.439, C18 1.358
21 H -1.989 -6.045 -4.103  C14 1.090
22 H -0.440 -6.079 -3.231  C14 1.090
23 H -1.941 -5.900 -2.341  C14 1.090
24 H -2.299 -3.660 -3.200  C15 1.094
25 H -1.490 -3.472 -5.458  C16 1.088
26 H 0.036 -4.302 -5.083  C16 1.093
27 C 1.351 -1.736 2.579  C28 1.509, H34 1.092, H35 1.093, H36 1.091
28 C 2.714 -1.595 1.946  C27 1.509, C29 1.509, O33 1.440, H37 1.094
29 C 3.862 -1.662 2.923  C28 1.509, O30 1.433, H38 1.088, H39 1.093
30 O 4.856 -0.852 2.283  C29 1.433, C31 1.360
31 C 4.203 0.043 1.494  O30 1.360, O32 1.189, O33 1.353
32 O 4.718 0.981 0.975  C31 1.189
33 O 2.893 -0.280 1.387  C28 1.440, C31 1.353
34 H 1.285 -2.654 3.166  C27 1.092
35 H 1.147 -0.871 3.215  C27 1.093
36 H 0.577 -1.763 1.811  C27 1.091
37 H 2.838 -2.323 1.140  C28 1.094
38 H 4.232 -2.674 3.073  C29 1.088
39 H 3.620 -1.219 3.892  C29 1.093
40 C 3.569 4.779 2.737  C41 1.509, H47 1.090, H48 1.090, H49 1.090
41 C 2.233 4.195 3.128  C40 1.509, C42 1.510, O46 1.436, H50 1.094
42 C 1.961 4.179 4.613  C41 1.510, O43 1.435, H51 1.088, H52 1.093
43 O 1.096 3.043 4.753  C42 1.435, C44 1.356
44 C 1.375 2.197 3.731  O43 1.356, O45 1.190, O46 1.352
45 O 0.983 1.076 3.648  C44 1.190
46 O 2.168 2.795 2.814  C41 1.436, C44 1.352
47 H 3.686 5.784 3.145  C40 1.090
48 H 4.384 4.149 3.094  C40 1.090
49 H 3.659 4.834 1.653  C40 1.090
50 H 1.426 4.697 2.587  C41 1.094
51 H 1.465 5.082 4.964  C42 1.088
52 H 2.860 4.008 5.209  C42 1.093
53 C 1.510 1.918 -1.664  C54 1.519, H61 1.080, H62 1.081, H63 1.083
54 C 0.466 2.953 -1.282  C53 1.519, C55 1.533, H64 1.087, H65 1.086
55 C -0.348 3.408 -2.500  C54 1.533, C56 1.518, C57 1.531, H66 1.084
56 C -0.806 4.846 -2.337  C55 1.518, H67 1.082, H68 1.079, H69 1.082
57 C -1.518 2.467 -2.800  C55 1.531, O58 1.435, H70 1.082, H71 1.084
58 O -2.745 2.921 -2.210  C57 1.435, C59 1.326
59 C -3.087 2.340 -1.067  O58 1.326, O60 1.174, H72 1.094
60 O -3.030 1.192 -0.829  C59 1.174
61 H 1.806 1.350 -0.794  C53 1.080
62 H 1.121 1.231 -2.402  C53 1.081
63 H 2.410 2.378 -2.052  C53 1.083
64 H -0.169 2.545 -0.499  C54 1.087
65 H 0.930 3.838 -0.857  C54 1.086
66 H 0.308 3.327 -3.359  C55 1.084
67 H -1.446 4.952 -1.471  C56 1.082
68 H 0.080 5.452 -2.219  C56 1.079
69 H -1.388 5.178 -3.186  C56 1.082
70 H -1.672 2.487 -3.870  C57 1.082
71 H -1.267 1.443 -2.549  C57 1.084
72 H -3.498 3.026 -0.321  C59 1.094

Atomic partial charges in e from the Löwdin method, atoms 1 to 8: -0.02 -0.32 -0.09 0.06 -0.56 0.16 0.08 0.07